Below is a 2-piece molecular cluster, C6H12O overall, with properties calculated with wB97M-V/def2-TZVPD.

```
19
C6H12O (wB97M-V/def2-TZVPD)
C 2.70496 -0.34519 0.00902
C 1.96685 0.45565 0.78885
C 0.52899 0.24887 1.07962
C -0.21237 -0.75171 0.58624
C -1.74479 -0.73097 0.66247
C -2.46639 -0.87551 -0.66048
H 3.78434 -0.37611 -0.08160
H 2.25317 -1.05631 -0.68889
H 2.46735 1.39388 1.02460
H 0.11261 0.77998 1.92809
H 0.23480 -1.60922 0.08943
H -2.04832 0.17142 1.21200
H -1.94503 -1.50707 1.41204
H -2.17364 -1.73210 -1.25328
H -3.53036 -0.97423 -0.40872
H -2.45014 0.06419 -1.21567
O 0.62413 2.66154 -1.43174
H 0.79961 1.89286 -0.86012
H 1.09425 2.29004 -2.19184
```

Relative energy (zero: lowest compared OMol25 entry of this formula, charge and spin) ... 2.3346 eV
Multiplicity ... 1
HOMO-LUMO gap ... 0.3340 Eh
SMILES ... C=C/C=C/CC.O
E_HOMO ... -8.62 eV
LUMO ... 0.5 eV


Below is an isolated ion of composition C2H2BrO3S and charge -1, with properties calculated with wB97M-V/def2-TZVPD.

```
9
C2H2BrO3S (wB97M-V/def2-TZVPD)
O 1.23763 0.54514 -1.39383
S 1.32790 -0.04189 -0.06139
O 1.69099 -1.44222 0.02249
O 2.11794 0.83366 0.81112
C -0.26099 -0.12481 0.59428
C -1.36213 0.16603 -0.28800
Br -3.29361 0.12230 -0.04539
H -0.22612 -0.79367 1.52683
H -1.23161 0.73546 -1.16611
```

Relative energy (zero: lowest compared OMol25 entry of this formula, charge and spin) ... 1.1132 eV
Total charge ... -1
Multiplicity ... 1
HOMO-LUMO gap ... 0.2963 Eh
SMILES ... O=S(=O)([O-])/C=C/Br
E_HOMO ... -5.12 eV
LUMO ... 2.9 eV


Below is one molecule with the formula C5H7N, with properties calculated with wB97M-V/def2-TZVPD.

```
13
C5H7N (wB97M-V/def2-TZVPD)
N 3.08919 -0.70319 0.54085
C 2.04472 -0.50714 0.07921
C 0.69033 -0.24867 -0.41021
C -0.45247 -0.93718 0.38361
C -1.33224 0.26031 0.02568
C -0.07122 1.11711 -0.19405
H 0.64641 -0.18545 -1.48721
H -0.82145 -1.94716 0.17419
H -0.17458 -0.89046 1.44386
H -1.83854 0.05706 -0.92629
H -2.05261 0.61093 0.75985
H 0.31861 1.64669 0.66994
H -0.14388 1.81387 -1.04505
```

Relative energy (zero: lowest compared OMol25 entry of this formula, charge and spin) ... 1.3074 eV
Multiplicity ... 1
HOMO-LUMO gap ... 0.4377 Eh
SMILES ... N#CC1CCC1
E_HOMO ... -10.98 eV
LUMO ... 0.9 eV


Below is a 3-piece molecular cluster, C17H37FO9PS overall, with properties calculated with wB97M-V/def2-TZVPD.

```
66
C17H37FO9PS (wB97M-V/def2-TZVPD)
C 0.38939 0.07913 -2.08662
C 1.11340 1.09963 -3.04605
O 1.57289 2.26019 -2.37595
C 0.80540 3.42370 -2.69513
C -0.20467 3.81927 -1.55601
P -1.68222 4.85713 -2.23492
S -0.90105 6.76551 -1.37713
C -1.45228 6.77674 0.38961
O -1.60038 7.89890 -2.08017
O 0.59644 6.85717 -1.48470
O -2.95637 5.78025 -3.02119
C -3.83922 4.83368 -3.65000
C -3.81478 3.61727 -2.65084
C -4.75908 2.40946 -2.92647
C -4.82398 1.55499 -1.60615
F -3.62499 0.86698 -1.48612
O -2.44645 3.29651 -2.57948
H -0.70547 0.13514 -2.23495
H 0.67773 0.35366 -1.05687
H 0.81111 -0.92496 -2.28951
H 2.01312 0.59398 -3.47955
H 0.43625 1.29989 -3.90306
H 0.32243 3.38362 -3.69323
H 1.53356 4.27099 -2.74302
H -0.58157 2.84834 -1.15594
H 0.30968 4.31502 -0.70251
H -2.36736 4.75878 -0.96556
H -1.01805 4.99958 -3.49970
H -1.20942 7.72919 0.89698
H -1.00496 5.92459 0.94909
H -2.55155 6.63771 0.45397
H -3.46642 4.46574 -4.64127
H -4.79323 5.38416 -3.78062
H -4.28098 4.08628 -1.74134
H -4.36340 1.71680 -3.69951
H -5.78316 2.70911 -3.22851
H -5.71280 0.89672 -1.55834
H -4.85962 2.24809 -0.73503
O 1.71550 -0.71180 0.71986
C 1.97045 -1.88119 0.79637
O 1.89867 -2.65174 -0.30235
C 2.37128 -4.00020 -0.35650
C 1.31629 -4.97434 0.12764
C 2.28053 -2.52881 2.11833
H 3.31551 -4.10628 0.18254
H 2.59256 -4.19618 -1.40679
H 1.06034 -4.80284 1.17254
H 1.66711 -6.00306 0.02450
H 0.39758 -4.85516 -0.45016
H 1.34689 -2.79708 2.61207
H 2.81630 -1.80673 2.73355
H 2.91866 -3.40628 2.04276
O 0.75859 -5.91760 2.88233
C 1.42823 -5.96656 3.87821
O 2.56468 -5.25320 3.94426
C 3.33052 -5.08040 5.14072
C 4.30345 -6.22411 5.34189
C 1.07043 -6.88156 5.01718
H 2.67945 -4.92783 6.00315
H 3.88740 -4.15265 5.00683
H 3.78384 -7.17517 5.46921
H 4.92269 -6.04928 6.22301
H 4.95146 -6.32862 4.47064
H 1.46738 -7.87596 4.81424
H -0.01485 -6.93706 5.08192
H 1.42113 -6.53722 5.98793
```

Total charge ... -1
Multiplicity ... 1
HOMO-LUMO gap ... 0.2301 Eh
E_HOMO ... -4.73 eV
LUMO ... 1.5 eV


Below is a 2-piece molecular cluster, C7H14N2 overall, with properties calculated with wB97M-V/def2-TZVPD.

```
23
C7H14N2 (wB97M-V/def2-TZVPD)
C -0.09215 0.93870 -2.97180
C 2.14076 -1.09594 -1.09306
C 0.49914 0.06325 -1.96191
C 0.27319 -0.11689 -0.62032
N 1.64858 -0.67702 -2.23526
N 1.26285 -0.83096 -0.06400
H 3.12845 -1.52153 -1.03814
H 1.42652 -0.99979 0.93473
H -0.61489 0.05464 0.02292
H -0.68002 1.72144 -2.48006
H -0.91970 0.49270 -3.56681
H 0.58799 1.12816 -3.80015
C -2.10024 0.56283 2.35354
C -1.59483 -0.83397 2.83948
C -1.01952 1.58561 2.48340
H -2.40294 0.35775 1.31744
H -3.11789 0.68527 2.78452
H -2.03872 -1.66459 2.26415
H -0.52129 1.46000 3.45739
H -1.90944 -1.07598 3.86289
H -0.51812 -0.76145 2.64720
H -0.38762 1.37994 1.60448
H -1.25449 2.64283 2.37219
```

Relative energy (zero: lowest compared OMol25 entry of this formula, charge and spin) ... 1.0757 eV
Total charge ... -1
Multiplicity ... 2
HOMO-LUMO gap (spin up / spin down) ... 0.0937 / 0.3134 Eh
E_HOMO (spin up / spin down) ... 1.12 / -4.99 eV
LUMO (spin up / spin down) ... 3.7 / 3.5 eV


Below is one molecule with the formula C20H29N3O, with properties calculated with wB97M-V/def2-TZVPD.

```
53
C20H29N3O (wB97M-V/def2-TZVPD)
C -5.03510 -0.56816 0.10496
C -4.07608 0.04744 -0.91085
C -4.84877 0.89396 -1.91979
C -3.01164 0.90479 -0.20635
N -1.98247 0.07370 0.41060
C -1.52270 0.55707 1.70646
C -0.60707 1.78226 1.58267
N 0.55609 1.52777 0.75454
C 1.66033 0.86261 1.42537
C 2.90531 0.95583 0.57788
C 3.22988 2.18629 0.05848
C 4.35648 2.37382 -0.75054
C 5.17369 1.31983 -1.04650
C 4.88566 0.03974 -0.53317
N 5.72773 -0.96244 -0.85699
C 5.49304 -2.15716 -0.39822
C 4.40129 -2.46850 0.42972
C 3.53279 -1.46959 0.77500
C 3.73929 -0.15648 0.29566
C 0.16126 0.97102 -0.52639
C -0.85305 -0.19956 -0.48774
C -0.20364 -1.55304 -0.16243
C -1.18465 -2.71114 -0.36130
O -2.19738 -2.71689 0.60763
H -5.73325 -1.23804 -0.39119
H -5.60619 0.21281 0.60409
H -4.49557 -1.13668 0.85738
H -3.56978 -0.76089 -1.44806
H -5.33277 1.73080 -1.41991
H -5.61573 0.29647 -2.40653
H -4.18530 1.28908 -2.68649
H -2.58139 1.61023 -0.93036
H -3.50270 1.49566 0.57041
H -2.39507 0.79463 2.31874
H -0.98465 -0.25602 2.20135
H -0.27873 2.11318 2.56996
H -1.16491 2.60211 1.11494
H 1.83965 1.41161 2.35784
H 1.44216 -0.17684 1.69796
H 2.58253 3.02206 0.27685
H 4.57142 3.35915 -1.13715
H 6.04838 1.42762 -1.66794
H 6.19900 -2.92522 -0.68885
H 4.26037 -3.47807 0.78423
H 2.69534 -1.69443 1.41822
H 1.05774 0.66003 -1.06512
H -0.29422 1.79518 -1.08968
H -1.26823 -0.28972 -1.49941
H 0.13643 -1.58656 0.87163
H 0.66081 -1.69359 -0.81389
H -0.66184 -3.66785 -0.26961
H -1.61849 -2.65519 -1.37320
H -2.50531 -1.79467 0.67512
```

Relative energy (zero: lowest compared OMol25 entry of this formula, charge and spin) ... 1.8147 eV
Multiplicity ... 1
HOMO-LUMO gap ... 0.2994 Eh
SMILES ... CC(C)CN1CCN(Cc2cccc3ncccc23)C[C@H]1CCO
E_HOMO ... -7.92 eV
LUMO ... 0.2 eV


Below is C20H8AuBF8N10 as an isolated structure, with properties calculated with wB97M-V/def2-TZVPD.

```
48
C20H8AuBF8N10 (wB97M-V/def2-TZVPD)
Au 0.14321 -1.43056 -1.38175
N -1.02049 -1.71519 2.00176
C -2.07547 -1.94797 1.20369
N -3.22118 -2.33309 1.76178
C -4.22595 -2.53015 0.91364
N -5.39497 -2.95318 1.42259
N -4.17715 -2.33702 -0.41914
C -2.98728 -1.97630 -0.85979
N -1.90239 -1.80106 -0.12949
C -2.85454 -1.71842 -2.32545
C -3.97540 -1.72185 -3.14121
C -3.82460 -1.43515 -4.48623
C -2.55976 -1.15894 -4.97542
C -1.49091 -1.18617 -4.09721
N -1.63478 -1.46149 -2.80105
H -1.23899 -1.67380 2.98449
H -0.34348 -1.03729 1.66278
H -5.49429 -3.02565 2.41836
H -6.19379 -3.02392 0.82059
H -4.93677 -1.93937 -2.70194
H -4.68465 -1.42323 -5.14227
H -2.39279 -0.92469 -6.01690
H -0.48468 -0.98214 -4.43590
F 0.63930 0.36139 0.93932
B -0.12115 1.46669 0.34708
F -1.36611 1.48315 0.94082
F 0.61024 2.62628 0.58375
F -0.21435 1.19662 -1.02621
F 3.11771 0.46131 -1.10199
C 3.31104 1.07146 0.06107
C 3.38226 2.40601 0.08016
F 3.27285 3.07011 -1.05171
C 3.56319 3.15704 1.30828
C 3.74116 2.34038 2.49709
C 3.68944 1.00225 2.46818
F 3.83614 0.32589 3.60037
C 3.39629 0.26354 1.25871
C 3.13602 -1.07810 1.26763
C 2.57311 -1.72179 0.12585
N 2.11819 -2.24230 -0.79860
C 3.22177 -1.92291 2.42133
N 3.25806 -2.66303 3.29878
F 3.94505 2.94756 3.65462
C 3.56759 4.51302 1.34348
C 3.75887 5.27984 2.54244
N 3.93096 5.96181 3.44980
C 3.38200 5.34529 0.18836
N 3.22145 6.08512 -0.67453
```

Relative energy (zero: lowest compared OMol25 entry of this formula, charge and spin) ... 0.0000 eV
Multiplicity ... 1
HOMO-LUMO gap (spin up / spin down) ... 0.2157 / 0.2157 Eh
E_HOMO (spin up / spin down) ... -9.13 / -9.13 eV
LUMO (spin up / spin down) ... -3.3 / -3.3 eV


Below is C57H68BF3HfN4O2P2SSb as an isolated structure, with properties calculated with wB97M-V/def2-TZVPD.

```
140
C57H68BF3HfN4O2P2SSb (wB97M-V/def2-TZVPD)
Hf -0.16388 -0.25763 0.52115
C -2.93055 2.29980 4.20857
C -3.46736 1.30600 3.16781
C -4.80659 0.74604 3.65185
C -3.72973 2.09959 1.87607
P -2.21096 -0.04574 2.77646
C -3.30820 -1.31977 2.04011
N -3.40113 -1.06663 0.62109
B -2.28495 -0.73931 -0.24470
N -2.87476 -0.79621 -1.56806
C -2.18456 -0.80234 -2.83440
P -0.47067 -0.10138 -2.65449
C 0.46795 -1.44979 -3.58096
C 0.14006 -2.73075 -2.79670
C 0.06855 -1.64399 -5.04932
C 1.98137 -1.24554 -3.49590
C -0.71222 1.55669 -3.53728
C -0.47490 1.47937 -5.04475
C -2.15926 2.05463 -3.30539
C 0.26360 2.62248 -2.94361
C -4.24318 -1.10899 -1.47567
C -5.19164 -1.31189 -2.46785
C -6.48363 -1.66877 -2.07575
C -6.80276 -1.83567 -0.72899
C -5.84149 -1.65658 0.26551
C -4.56143 -1.28961 -0.12428
C -1.55478 -0.84744 4.31780
C -2.56721 -1.00582 5.45418
C -0.36636 0.01211 4.79191
C -1.03590 -2.24101 3.95077
H -3.62902 3.14278 4.25523
H -1.95095 2.69091 3.95735
H -2.88230 1.86641 5.20875
H -5.39601 1.59894 4.00467
H -4.71844 0.04479 4.47904
H -5.38255 0.27857 2.85207
H -4.52934 2.82504 2.06791
H -4.04405 1.46539 1.04018
H -2.84668 2.67709 1.59439
H -4.29110 -1.28116 2.48931
H -2.90607 -2.31009 2.24855
H -2.74682 -0.22343 -3.55443
H -2.12978 -1.80749 -3.24725
H -0.73419 -3.25329 -3.18349
H -0.02809 -2.55366 -1.73752
H 0.99058 -3.41608 -2.86984
H -1.01422 -1.62135 -5.20222
H 0.41799 -2.63033 -5.37547
H 0.52047 -0.90655 -5.71069
H 2.32079 -1.14712 -2.46243
H 2.32768 -0.38432 -4.06047
H 2.47798 -2.12420 -3.92073
H -1.16809 0.79476 -5.53865
H 0.54634 1.17439 -5.28909
H -0.62988 2.47704 -5.47033
H -2.85811 1.64186 -4.03127
H -2.17079 3.13860 -3.44584
H -2.56322 1.83604 -2.31257
H 1.09243 2.83089 -3.61777
H 0.69972 2.33793 -1.98641
H -0.25564 3.57550 -2.79627
H -4.94251 -1.20184 -3.51911
H -7.24554 -1.82831 -2.83001
H -7.81005 -2.12102 -0.44940
H -6.09625 -1.81616 1.30855
H -2.92314 -0.05642 5.85252
H -2.06757 -1.53536 6.27226
H -3.43263 -1.60798 5.16280
H -0.63528 1.05433 4.96624
H 0.44675 0.00915 4.06558
H 0.01273 -0.40725 5.73149
H -1.83442 -2.98346 3.88465
H -0.33798 -2.56715 4.72974
H -0.48242 -2.25485 3.01774
S 0.40176 -5.29729 1.36093
C -1.07131 -5.33026 0.47050
C -1.87236 -6.43561 0.18262
C -3.00611 -6.23482 -0.57459
C -3.32001 -4.95688 -1.04945
C -2.51436 -3.87410 -0.76170
C -1.38095 -4.04800 0.02863
N -0.44480 -3.05089 0.43367
C 0.51769 -3.60340 1.11187
C 1.61644 -2.82453 1.68793
C 2.61968 -3.44766 2.41197
C 3.60740 -2.68293 3.02317
C 3.55534 -1.30485 2.90742
C 2.53395 -0.70942 2.17148
C 1.53712 -1.44780 1.51499
H -1.61085 -7.42373 0.54440
H -3.65066 -7.07276 -0.81045
H -4.20757 -4.80791 -1.65420
H -2.75279 -2.91125 -1.14762
H 2.64084 -4.52872 2.52238
H 4.39750 -3.16230 3.58878
H 4.30921 -0.68419 3.38280
H 2.51838 0.37068 2.13455
N -1.10927 2.08666 -0.23311
C -0.55121 3.15144 0.62874
C 0.02695 2.51193 1.85714
O -0.06655 2.97004 2.96290
O 0.62215 1.36311 1.54156
H -1.11760 2.39461 -1.19027
H -2.07739 1.91639 0.01334
H -1.27635 3.90793 0.91079
H 0.27070 3.63390 0.09567
F 7.80370 -1.40766 2.12338
C 6.75854 -0.79262 1.54621
C 6.52720 0.53606 1.83581
C 5.44185 1.17102 1.23083
C 4.60497 0.47608 0.36027
C 4.87287 -0.87271 0.10472
C 5.95496 -1.51725 0.68916
Sb 2.98618 1.33258 -0.71645
C 2.95970 3.27805 0.12633
C 2.98207 4.40374 -0.70199
C 2.87161 5.68548 -0.17053
C 2.74450 5.82110 1.19703
F 2.63773 7.05303 1.71502
C 2.72363 4.73952 2.05311
C 2.82885 3.46600 1.50710
C 4.22962 1.89002 -2.38621
C 3.81530 1.84880 -3.71828
C 4.64627 2.24018 -4.76725
C 5.91188 2.68351 -4.45721
F 6.72681 3.06190 -5.45270
C 6.37189 2.75494 -3.15648
C 5.52778 2.35677 -2.12822
H 7.18856 1.05947 2.51678
H 5.26373 2.21704 1.45519
H 4.22245 -1.44924 -0.54926
H 6.17352 -2.56237 0.49934
H 3.09569 4.29624 -1.77609
H 2.89021 6.56990 -0.79717
H 2.61472 4.89730 3.11999
H 2.78783 2.61476 2.17967
H 2.82214 1.50943 -3.96724
H 4.32605 2.20624 -5.80324
H 7.37595 3.11338 -2.96101
H 5.90256 2.41849 -1.11039
```

Relative energy (zero: lowest compared OMol25 entry of this formula, charge and spin) ... 0.3289 eV
Total charge ... +1
Multiplicity ... 1
HOMO-LUMO gap ... 0.2735 Eh
E_HOMO ... -10.31 eV
LUMO ... -2.9 eV


Number 1: DFT total energy -310.9735 Eh. Number 2: DFT total energy -3275.3620 Eh. Number 3: DFT total energy -249.4252 Eh. Number 4: DFT total energy -2186.4485 Eh. Number 5: DFT total energy -384.5466 Eh. Number 6: DFT total energy -1019.0012 Eh. Number 7: DFT total energy -2274.1838 Eh. Number 8: DFT total energy -4275.8972 Eh.